Here is the molecule C2H5NO2S2 in a non-equilibrium geometry from the OMol25 dataset. Energies are from ωB97M-V/def2-TZVPD.

Charge: 0
Energy above the lowest of the compared OMol25 structures with the same formula, charge and spin (kJ/mol): 333.4
Orbital gap (alpha / beta) (hartree): 0.2681 / 0.2648
Spin multiplicity: 1

Positions of all 12 atoms, in Å:
O: -3.2638 -0.7759 -1.0868
H: -0.5655 -0.5144 -1.5394
N: 0.2748 1.6825 -0.1091
O: -2.7895 -0.6111 1.3035
H: -0.6142 -1.4825 0.0100
S: -2.5154 -0.1643 -0.0214
H: -0.6692 0.5023 1.3028
C: -0.6596 -0.5543 -0.3920
H: 1.3203 1.8836 -0.1162
S: -0.9632 2.8084 -0.0443
C: 0.0469 0.4490 0.5473
H: 0.9519 -0.1011 0.9684

Results of the Löwdin charge analysis, in e, for atoms 1 through 4:
1 O -0.374
2 H 0.134
3 N -0.526
4 O -0.362